Record 1
{"formula": "C2H6Cl", "method": "ωB97M-V/def2-TZVPD", "symbols": ["Cl", "H", "C", "C", "H", "H", "H", "H", "H"], "positions_angstrom": [[0.10805, 3.51955, 0.44745], [0.36094, 2.40568, -0.05546], [0.36182, -0.84476, -0.99228], [-0.30762, -1.05431, 0.34588], [-0.25405, -0.10613, -1.43349], [1.23813, -0.27234, -0.72675], [-0.50527, -2.19439, 0.53624], [0.25833, -0.82061, 1.29703], [-1.26033, -0.63269, 0.58139]], "forces_ev_per_angstrom": [[-0.2, 1.0, 0.4], [0.2, -1.0, -0.4], [-0.6, 2.5, 3.2], [0.5, -3.8, 2.2], [-0.8, 0.0, -2.0], [1.4, -0.8, -0.8], [0.3, 1.6, -0.4], [0.2, -0.1, -1.3], [-0.9, 0.6, -0.8]], "mulliken_spin": [0.001, 0.000, 0.845, -0.021, 0.040, 0.038, 0.069, 0.016, 0.012], "homo_lumo_gap_ev": [10.67, 11.21], "de_lowest_kcal_mol": 25.7, "spin_multiplicity": 2, "molar_mass_g_mol": 65.52, "energy_ev": -14690.66867, "homo_ev": [-9.7, -11.9], "s2": 0.75}

=====

Record 2
{"formula": "C6H10N", "method": "ωB97M-V/def2-TZVPD", "symbols": ["C", "C", "C", "C", "C", "C", "N", "H", "H", "H", "H", "H", "H", "H", "H", "H", "H"], "positions_angstrom": [[0.65282, 1.30431, 0.20312], [-0.47334, 0.52143, -0.04013], [-1.90073, 0.68523, 0.15916], [0.25323, -0.53481, -0.59440], [-2.99051, -0.25890, -0.11710], [2.85220, -0.27194, 0.11830], [1.45450, 0.32466, -0.49992], [0.89883, 2.24071, 0.62669], [-2.23522, 1.66730, 0.30382], [0.07676, -1.17696, -1.40061], [-3.78079, 0.25453, -0.60570], [-3.53939, -0.50896, 0.88336], [-2.60134, -1.21335, -0.62704], [2.79536, -0.85003, 1.02483], [3.17174, -0.82872, -0.82123], [3.47782, 0.64520, 0.33015], [1.82753, 0.50375, -1.44364]], "forces_ev_per_angstrom": [[0.2, 0.6, -0.4], [-5.7, -0.6, 1.0], [2.9, -0.7, -1.2], [0.3, 0.4, 0.7], [1.0, -2.2, 1.5], [-0.4, 1.6, -2.3], [3.7, -1.7, 0.5], [0.5, 0.5, 0.2], [-0.2, 1.4, 0.8], [-0.1, -1.0, -0.9], [-0.6, 0.3, -1.0], [1.2, 0.1, -1.4], [-1.0, 1.4, 0.8], [-0.8, -0.3, 0.0], [0.2, 0.4, 1.8], [-0.6, -1.1, -0.5], [-0.6, 0.9, 0.3]], "lowdin_charge": [0.052, -0.232, 0.033, 0.036, -0.059, 0.091, -0.094, 0.124, 0.104, 0.107, 0.075, 0.147, 0.119, 0.085, 0.117, 0.111, 0.182], "homo_lumo_gap_ev": [6.40, 6.66], "de_lowest_kcal_mol": 107.8, "molar_mass_g_mol": 96.15, "energy_ev": -7861.67228, "homo_ev": [-12.1, -12.2], "total_charge": 1}

=====

Record 3
{"formula": "C19H36N2O5", "method": "ωB97M-V/def2-TZVPD", "symbols": ["C", "C", "C", "O", "H", "H", "H", "H", "H", "H", "C", "C", "C", "O", "H", "H", "H", "H", "H", "H", "C", "C", "C", "O", "H", "H", "H", "H", "H", "H", "C", "C", "C", "O", "H", "H", "H", "H", "H", "H", "C", "C", "C", "O", "H", "H", "H", "H", "H", "H", "C", "C", "N", "H", "H", "H", "C", "C", "N", "H", "H", "H"], "positions_angstrom": [[1.30499, -1.03619, 0.38033], [1.06524, 0.45478, 0.61812], [-0.23202, 1.03009, 0.04181], [1.96785, 1.08548, 1.14321], [1.71016, -1.44740, 1.30491], [1.93982, -1.04268, -0.50570], [0.36105, -1.54331, 0.18058], [-0.12826, 1.27369, -1.01553], [-0.50192, 1.94468, 0.56980], [-1.11410, 0.47270, 0.35699], [7.48178, -7.68724, -1.61439], [7.24441, -8.13365, -3.04500], [8.42754, -8.20183, -4.00172], [6.13374, -8.47340, -3.44450], [7.36926, -8.40089, -0.79821], [6.99184, -6.73938, -1.39165], [8.55418, -7.49708, -1.57090], [9.35566, -8.38712, -3.46099], [8.38986, -7.26782, -4.56235], [8.30897, -9.03105, -4.69917], [-4.93743, 5.59018, 5.07268], [-6.02733, 6.10626, 4.20056], [-6.85673, 5.07328, 3.52959], [-6.25296, 7.27349, 4.23727], [-5.26437, 4.77957, 5.72392], [-4.68839, 6.45993, 5.68062], [-4.08917, 5.09002, 4.60535], [-7.56336, 5.32249, 2.73797], [-7.48997, 4.44962, 4.16058], [-6.12737, 4.50723, 2.95017], [-4.47948, 6.59158, -6.35176], [-4.36848, 7.44687, -5.11565], [-4.71382, 8.91605, -5.24240], [-4.14831, 6.90549, -4.00804], [-3.57828, 6.81362, -6.92327], [-5.33066, 7.00270, -6.89449], [-4.61342, 5.52370, -6.17909], [-5.76685, 8.84319, -5.51427], [-4.05922, 9.38214, -5.97885], [-4.56505, 9.35961, -4.25790], [2.78236, 0.62145, 8.03621], [1.49950, 1.39436, 7.98007], [1.52728, 2.88631, 8.36541], [0.39733, 0.91625, 7.65996], [2.99818, 0.20383, 9.01963], [3.69032, 1.04806, 7.60991], [2.67639, -0.28835, 7.44535], [0.72406, 3.20399, 9.03025], [1.55912, 3.56838, 7.51579], [2.51974, 2.98585, 8.80493], [-0.08604, -2.68609, -5.71268], [1.28540, -2.85680, -5.45667], [2.46246, -2.99419, -5.29889], [-0.19769, -2.56689, -6.79037], [-0.43154, -1.83938, -5.11953], [-0.57160, -3.59736, -5.36350], [-0.50475, -8.44472, -1.11943], [-0.35376, -9.59027, -2.05166], [-0.21311, -10.48308, -2.79490], [-0.23398, -7.59602, -1.74750], [0.19637, -8.55207, -0.29177], [-1.43548, -8.14264, -0.63923]], "forces_ev_per_angstrom": [[-1.1, 0.8, 0.3], [0.9, -0.3, -0.1], [0.0, 1.0, 1.6], [-1.4, 0.0, -0.4], [0.5, -0.1, -0.4], [0.3, -0.6, 0.2], [0.1, -0.1, -0.2], [-0.2, -0.4, 0.0], [0.7, 0.6, -0.2], [0.2, -0.9, -0.9], [1.6, 0.5, -0.2], [-1.9, -1.5, -0.5], [-0.4, -0.3, 0.5], [1.3, 0.6, 0.6], [-0.8, -0.3, -0.4], [-0.3, -0.2, 0.0], [0.1, 0.4, 0.2], [0.1, 0.5, -0.1], [0.5, 0.1, 0.0], [-0.3, 0.1, 0.0], [0.6, -0.4, 0.8], [-0.6, -1.0, 1.0], [-0.4, -0.8, -1.9], [-0.6, 1.8, -0.7], [-0.6, 0.1, 0.2], [0.6, -0.3, 0.0], [0.2, 0.6, -0.5], [0.1, 1.2, 0.2], [0.7, -0.2, 0.5], [0.0, -0.9, 0.4], [-0.1, 0.9, -0.1], [0.2, -2.2, 3.1], [0.7, -1.2, 0.6], [-0.3, 1.6, -2.5], [0.0, -0.3, -0.3], [0.0, -0.2, -0.4], [0.2, 0.3, 0.2], [0.0, 0.8, -0.2], [-0.5, 0.2, -0.2], [-0.2, 0.1, -0.2], [0.2, -1.6, -0.8], [-3.3, 0.9, -0.7], [1.4, -0.7, 0.0], [2.7, 0.2, 0.6], [0.0, 0.6, 0.3], [-0.2, 0.8, 0.4], [-0.4, -0.1, -0.1], [0.1, -0.3, 0.0], [-0.3, -0.3, -0.3], [-0.1, 0.6, 0.6], [-1.1, -0.2, 0.1], [7.4, -0.8, 0.9], [-5.1, 0.6, -0.6], [-0.4, 0.2, 0.1], [-0.3, 0.0, -0.3], [-0.4, 0.1, -0.2], [0.8, 0.3, -0.5], [-0.7, -1.8, -0.7], [-0.3, 2.1, 1.7], [0.3, 0.3, 0.3], [0.3, 0.0, -0.2], [-0.5, -1.0, -0.6]], "lowdin_charge": [-0.029, -0.476, -0.027, 0.054, 0.084, 0.090, 0.066, 0.088, 0.075, 0.075, -0.025, -0.469, -0.027, 0.045, 0.086, 0.086, 0.060, 0.072, 0.090, 0.082, -0.033, -0.539, -0.032, 0.093, 0.084, 0.087, 0.086, 0.080, 0.090, 0.084, -0.031, -0.478, -0.023, 0.023, 0.088, 0.076, 0.086, 0.088, 0.086, 0.085, -0.039, -0.450, -0.025, 0.033, 0.090, 0.084, 0.079, 0.082, 0.082, 0.063, -0.091, -0.307, 0.123, 0.094, 0.090, 0.090, -0.080, -0.264, 0.115, 0.075, 0.077, 0.077], "homo_lumo_gap_ev": 9.78, "de_lowest_kcal_mol": 53.2, "molar_mass_g_mol": 372.51, "smiles": "CC(C)=O.CC(C)=O.CC(C)=O.CC(C)=O.CC(C)=O.CC#N.CC#N", "energy_ev": -33500.87854, "homo_ev": -9.5}

=====

Record 4
{"formula": "C41H38Cl3F3Ge2MoN3S2", "method": "ωB97M-V/def2-TZVPD", "symbols": ["Mo", "C", "N", "C", "C", "N", "C", "C", "C", "C", "C", "C", "C", "S", "C", "C", "C", "C", "C", "C", "S", "H", "H", "H", "H", "H", "H", "H", "H", "H", "H", "H", "H", "H", "H", "H", "H", "H", "H", "F", "C", "F", "F", "C", "C", "C", "N", "C", "C", "H", "H", "H", "H", "C", "Ge", "C", "C", "C", "C", "C", "C", "C", "C", "C", "C", "C", "C", "C", "C", "C", "C", "C", "C", "H", "H", "H", "H", "H", "H", "H", "H", "H", "H", "H", "H", "H", "H", "H", "H", "Cl", "Ge", "Cl", "Cl"], "positions_angstrom": [[0.36205, -0.33690, 0.70269], [0.17580, 2.45821, -1.06277], [-0.57670, 1.80456, 0.02692], [-1.90036, 1.36630, -0.47730], [-2.62051, 0.48895, 0.52944], [-1.93148, -0.81669, 0.64030], [-2.38536, -1.68199, -0.47525], [-2.23289, -1.56112, 1.85918], [-3.48282, -1.50222, 2.44954], [-3.76761, -2.28543, 3.56148], [-2.80298, -3.14255, 4.06393], [-1.55504, -3.21093, 3.45988], [-1.25348, -2.42235, 2.35677], [0.41534, -2.42474, 1.72401], [-0.79328, 2.75990, 1.12242], [-1.29507, 4.03104, 0.86389], [-1.51854, 4.92593, 1.89577], [-1.23979, 4.54589, 3.20287], [-0.76268, 3.27696, 3.46522], [-0.54899, 2.36253, 2.42994], [0.01249, 0.75486, 2.81996], [0.26437, 1.75911, -1.88873], [1.16258, 2.73173, -0.69521], [-0.33171, 3.34872, -1.44171], [-1.73354, 0.81384, -1.40558], [-2.52042, 2.23729, -0.71761], [-3.65663, 0.35173, 0.20099], [-2.63160, 0.96700, 1.50875], [-3.45705, -1.87890, -0.37848], [-1.84357, -2.62197, -0.44978], [-2.20248, -1.19604, -1.43201], [-4.24668, -0.84467, 2.05419], [-4.74039, -2.21627, 4.02977], [-3.01426, -3.74868, 4.93503], [-0.78283, -3.85566, 3.86065], [-1.51723, 4.34189, -0.14858], [-1.89853, 5.91501, 1.67816], [-1.39322, 5.24269, 4.01655], [-0.53900, 2.96870, 4.47810], [4.66091, 2.31921, -5.24423], [3.34789, 2.55406, -5.15548], [2.83297, 2.49596, -6.39269], [3.18582, 3.80797, -4.70893], [2.67365, 1.56762, -4.23487], [1.37442, 1.15185, -4.47747], [0.77237, 0.28560, -3.59409], [1.40695, -0.15880, -2.49271], [2.67717, 0.21761, -2.27332], [3.33391, 1.08090, -3.11874], [0.83009, 1.48619, -5.34853], [-0.23277, -0.08224, -3.74068], [3.15736, -0.19472, -1.39897], [4.35171, 1.35961, -2.88262], [0.72720, -1.01857, -1.53168], [1.55258, -2.86105, -1.57715], [2.31239, -3.26303, -3.37542], [2.62925, -2.41741, -4.43571], [3.18910, -2.90745, -5.61227], [3.44392, -4.26059, -5.75210], [3.13851, -5.12307, -4.70661], [2.58535, -4.62630, -3.53817], [-0.00502, -4.06016, -1.56374], [-0.37212, -4.94371, -0.55077], [-1.52365, -5.71482, -0.65751], [-2.32751, -5.61726, -1.78305], [-1.96610, -4.75833, -2.81233], [-0.81199, -3.99715, -2.70195], [3.07335, -3.33081, -0.44999], [4.32995, -2.93262, -0.90557], [5.48522, -3.30965, -0.23945], [5.40224, -4.11432, 0.88600], [4.16183, -4.53373, 1.34255], [3.00565, -4.14234, 0.68235], [-0.25212, -1.21928, -1.97327], [2.45868, -1.35025, -4.37253], [3.42955, -2.22295, -6.41663], [3.88220, -4.64218, -6.66522], [3.33563, -6.18342, -4.80145], [2.36179, -5.31785, -2.73166], [0.21403, -5.01254, 0.35254], [-1.79560, -6.38726, 0.14624], [-3.22624, -6.21523, -1.86392], [-2.57902, -4.68828, -3.70254], [-0.52791, -3.35012, -3.52736], [4.42123, -2.32737, -1.80170], [6.44790, -2.96976, -0.59868], [6.30202, -4.40920, 1.41040], [4.08971, -5.15806, 2.22390], [2.05395, -4.45568, 1.07921], [2.88646, 2.58711, 1.33176], [2.76403, 0.33958, 1.29061], [3.40762, -0.17511, 3.32044], [4.76985, 0.02216, 0.33048]], "forces_ev_per_angstrom": [[-0.5, -0.8, -0.1], [0.0, 0.0, 0.0], [0.1, 0.1, 0.0], [0.0, 0.0, 0.0], [0.0, 0.0, 0.0], [0.0, 0.0, -0.1], [0.1, 0.0, -0.1], [0.0, -0.1, 0.0], [0.0, 0.0, 0.0], [0.0, 0.0, 0.0], [0.0, 0.0, 0.0], [0.0, 0.0, 0.0], [0.0, 0.0, 0.0], [-0.1, 0.8, -0.1], [0.0, 0.0, 0.0], [0.0, 0.0, 0.0], [0.0, 0.0, 0.0], [0.0, 0.0, 0.0], [0.0, 0.0, 0.0], [0.0, 0.0, 0.0], [0.1, 0.0, 0.0], [0.0, 0.1, 0.1], [0.0, 0.0, 0.0], [0.0, 0.0, 0.0], [0.0, 0.0, 0.0], [0.0, 0.0, 0.0], [0.0, 0.0, 0.0], [0.0, 0.0, 0.0], [0.0, 0.0, 0.0], [0.0, -0.1, 0.0], [0.0, 0.0, 0.0], [0.0, 0.0, 0.0], [0.0, 0.0, 0.0], [0.0, 0.0, 0.0], [0.0, 0.0, 0.0], [0.0, 0.0, 0.0], [0.0, 0.0, 0.0], [0.0, 0.0, 0.0], [0.0, 0.0, 0.0], [0.0, 0.0, 0.0], [0.0, 0.0, 0.0], [0.0, 0.0, 0.0], [0.0, 0.0, 0.0], [0.0, 0.0, 0.0], [0.0, 0.0, 0.0], [-0.1, 0.0, -0.1], [0.0, 0.1, -0.1], [0.0, 0.0, 0.1], [0.0, 0.1, -0.1], [0.0, 0.0, 0.0], [0.0, 0.0, 0.0], [0.0, 0.0, 0.1], [0.0, 0.0, 0.0], [0.1, -0.2, 0.3], [-0.1, -0.1, -0.2], [0.0, 0.0, 0.1], [0.0, 0.1, 0.0], [0.0, 0.0, 0.0], [0.0, 0.0, 0.0], [0.0, 0.0, 0.0], [0.0, 0.0, 0.0], [0.1, 0.0, 0.0], [-0.1, 0.1, 0.0], [0.0, 0.0, 0.0], [0.0, 0.0, 0.0], [0.0, 0.0, 0.0], [0.0, 0.0, 0.0], [-0.1, 0.1, 0.0], [0.0, -0.1, 0.0], [0.0, 0.0, 0.0], [0.0, 0.0, 0.0], [0.0, 0.0, 0.0], [0.1, 0.1, 0.0], [0.0, 0.0, -0.1], [0.0, -0.1, 0.0], [0.0, 0.0, 0.0], [0.0, 0.0, 0.0], [0.0, 0.0, 0.0], [0.0, 0.0, 0.0], [0.1, 0.0, 0.0], [0.0, 0.0, 0.0], [0.0, 0.0, 0.0], [0.0, 0.0, 0.0], [0.0, 0.0, 0.0], [0.0, 0.0, 0.0], [0.0, 0.0, 0.0], [0.0, 0.0, 0.0], [0.0, 0.0, 0.0], [0.0, -0.1, 0.0], [0.1, 0.0, 0.0], [0.0, 0.2, 0.2], [0.0, 0.0, 0.0], [0.0, 0.1, -0.1]], "mulliken_spin": [1.121, 0.010, -0.008, -0.009, 0.000, 0.017, -0.025, 0.012, -0.006, -0.004, 0.002, 0.001, -0.006, -0.069, 0.037, -0.006, 0.014, -0.007, 0.015, -0.019, 0.039, 0.004, 0.000, 0.001, -0.004, 0.002, 0.001, 0.002, 0.000, 0.016, -0.004, 0.000, 0.000, 0.000, 0.000, 0.001, 0.001, 0.000, 0.000, 0.000, 0.000, 0.000, 0.000, -0.001, 0.006, 0.003, -0.062, 0.013, 0.006, 0.000, -0.004, 0.013, 0.001, -0.018, -0.087, 0.002, -0.001, 0.000, 0.000, 0.000, -0.001, 0.011, 0.001, 0.000, 0.000, 0.001, -0.003, 0.010, 0.001, 0.000, 0.000, 0.001, -0.006, 0.017, 0.001, 0.000, 0.000, 0.000, 0.000, 0.001, 0.000, 0.000, 0.000, -0.001, 0.000, 0.000, 0.000, 0.000, 0.000, -0.004, -0.021, -0.002, -0.002], "homo_lumo_gap_ev": [5.77, 5.71], "de_lowest_kcal_mol": 0.0, "spin_multiplicity": 2, "molar_mass_g_mol": 1041.42, "energy_ev": -229885.97181, "homo_ev": [-7.1, -7.0], "s2": 0.76}